(1)
Formula: BFH5O
Source: OMol25
Level of theory: wB97M-V/def2-TZVPD

```
8
Properties=species:S:1:pos:R:3:forces:R:3:nbo_charge:R:1
B -1.1238 -0.0866 1.6193 0.1728 -0.1096 -0.1017 0.759
F -2.4345 -0.0150 1.6048 0.0644 0.0498 0.0454 -0.461
H -0.4758 0.9179 1.5843 -0.1380 0.0879 0.0282 -0.150
H -0.6059 -1.1646 1.5755 -0.1023 -0.0239 0.0252 -0.147
O 1.0857 0.1100 -1.3955 0.0171 -0.0083 -0.0506 -0.758
H 1.9738 -0.3004 -1.3283 0.0132 -0.0113 0.0374 0.586
H 0.4525 -0.4684 -1.8709 -0.0149 -0.0128 -0.0002 0.585
H 1.1280 1.0071 -1.7890 -0.0124 0.0283 0.0163 0.586
```
Forces are in eV/Å.

For the HOMO energy, the calculation gives -15.0 eV. As for the spin multiplicity: 1. The charge is +1.

(2)
Formula: C45H40BrF7O4
Source: OMol25
Level of theory: wB97M-V/def2-TZVPD

```
97
Properties=species:S:1:pos:R:3:forces:R:3:mulliken_charge:R:1
O 3.8582 -2.6440 -0.2905 0.2287 -0.0730 0.2442 -0.476
C 3.5826 -2.0370 -1.2698 -0.0300 0.1777 -0.2894 0.663
O 4.3067 -0.9557 -1.7530 -0.3492 0.2107 0.0615 -0.160
Br 4.4186 0.4220 -0.5642 0.1823 -0.0762 0.0845 0.029
O 2.6084 -2.3482 -2.1188 -0.0834 -0.4077 0.0894 -0.343
C 1.5673 -1.3653 -2.2874 0.0614 0.3349 -0.3074 -0.093
C 0.7598 -1.1856 -1.0116 0.0066 0.2506 -0.1785 -0.187
O -0.3188 -0.3111 -1.2976 0.0783 -0.1093 0.1670 -0.510
H 0.9367 -1.7304 -3.0954 0.0184 -0.1035 0.0953 0.284
H 1.9992 -0.4095 -2.6092 0.0260 -0.1166 0.0618 0.185
H 1.3916 -0.7602 -0.2190 0.0027 -0.2032 0.0146 0.257
H 0.3479 -2.1369 -0.6836 0.0610 0.1004 0.0273 0.209
H 0.0478 0.5723 -1.4094 -0.1849 0.0983 -0.0942 0.269
F 8.8277 2.7113 -5.6583 -0.0010 -0.0040 0.0045 -0.318
C 8.5543 1.9290 -4.5924 0.0041 0.0171 -0.0144 0.478
C 9.5515 1.6996 -3.6661 0.0011 -0.0111 0.0136 -0.575
C 9.2615 0.8953 -2.5726 -0.0014 -0.0003 0.0090 -0.286
C 7.9989 0.3381 -2.4235 0.0012 -0.0005 -0.0032 -0.594
C 7.0179 0.5873 -3.3735 -0.0238 -0.0234 -0.0161 -0.107
C 7.2889 1.3910 -4.4719 0.0014 -0.0066 0.0200 -0.737
H 10.5276 2.1431 -3.8067 -0.0055 0.0076 -0.0049 0.418
H 10.0292 0.7049 -1.8339 -0.0015 -0.0021 -0.0070 0.360
H 7.7783 -0.2891 -1.5698 -0.0023 0.0017 -0.0036 0.427
H 6.0346 0.1489 -3.2630 -0.0001 0.0067 -0.0063 0.438
H 6.5405 1.6034 -5.2230 0.0051 0.0051 -0.0076 0.445
F -0.0993 2.4680 -1.9558 0.0337 0.0849 0.0128 -0.094
C -0.6231 3.4971 -1.2366 0.0068 -0.0206 0.0426 0.750
C -0.6117 3.4085 0.1388 -0.0159 0.0099 0.0241 -0.617
C -1.1462 4.4638 0.8652 -0.0109 -0.0002 0.0140 -0.314
C -1.6769 5.5685 0.2130 -0.0131 0.0073 -0.0354 -0.647
C -1.6728 5.6216 -1.1743 -0.0072 -0.0087 0.0006 -0.540
C -1.1397 4.5776 -1.9182 -0.0067 0.0279 0.0079 -0.600
H -0.2005 2.5330 0.6230 0.0039 -0.0053 -0.0093 0.413
H -1.1490 4.4237 1.9465 -0.0049 0.0029 -0.0069 0.358
H -2.0925 6.3829 0.7893 0.0160 -0.0008 -0.0089 0.451
H -2.0878 6.4802 -1.6858 0.0116 0.0004 0.0035 0.359
H -1.1213 4.5997 -2.9992 0.0023 -0.0127 0.0004 0.416
F -0.6142 -4.0720 -0.9914 -0.0732 -0.0975 -0.0463 -0.320
C -0.8620 -5.0496 -0.0885 0.0609 0.0227 0.0130 0.485
C -0.1045 -6.2012 -0.1406 -0.0003 -0.0240 0.0202 -0.459
C -0.3537 -7.1913 0.7991 -0.0035 -0.0037 -0.0038 -0.340
C -1.3422 -7.0187 1.7582 0.0006 0.0058 -0.0124 -0.605
C -2.0865 -5.8475 1.7816 -0.0018 -0.0076 0.0039 -0.330
C -1.8495 -4.8441 0.8522 -0.0081 -0.0103 0.0167 -0.499
H 0.6622 -6.3078 -0.8956 0.0059 0.0133 0.0038 0.457
H 0.2335 -8.1002 0.7822 0.0007 0.0072 0.0026 0.394
H -1.5290 -7.7941 2.4888 0.0029 0.0045 0.0003 0.391
H -2.8565 -5.7087 2.5293 0.0073 0.0013 0.0000 0.358
H -2.4092 -3.9188 0.8520 0.0009 -0.0003 -0.0125 0.448
F -2.4175 6.4191 3.2177 0.0189 0.0349 0.0531 -0.303
C -3.3993 5.8655 3.9691 0.0080 -0.0208 -0.0428 0.467
C -3.3865 6.0716 5.3328 -0.0122 -0.0056 0.0128 -0.676
C -4.3970 5.4951 6.0905 0.0066 -0.0061 -0.0129 -0.322
C -5.3847 4.7307 5.4841 0.0070 0.0386 0.0243 -0.534
C -5.3661 4.5434 4.1089 -0.0202 -0.0201 -0.0042 -0.106
C -4.3663 5.1143 3.3333 -0.0188 -0.0172 0.0091 -0.489
H -2.6031 6.6673 5.7807 -0.0003 0.0057 -0.0089 0.422
H -4.4091 5.6448 7.1622 0.0023 -0.0028 -0.0052 0.364
H -6.1696 4.2828 6.0765 0.0221 0.0033 -0.0014 0.411
H -6.1358 3.9480 3.6341 -0.0019 0.0101 0.0044 0.319
H -4.3291 4.9843 2.2599 0.0127 -0.0005 0.0010 0.463
F 2.3640 1.8433 -3.9857 0.0161 -0.0025 0.0183 -0.376
C 1.5742 1.3117 -4.9457 -0.0152 0.0002 0.0063 0.248
C 2.1105 0.3603 -5.7894 -0.0074 -0.0020 -0.0122 -0.261
C 1.2898 -0.1895 -6.7649 0.0007 -0.0161 -0.0049 -0.423
C -0.0342 0.2116 -6.8793 0.0020 -0.0063 0.0188 -0.589
C -0.5436 1.1690 -6.0125 0.0215 -0.0127 -0.0191 -0.477
C 0.2627 1.7327 -5.0337 -0.0306 -0.0081 -0.0086 -0.109
H 3.1448 0.0640 -5.6789 0.0046 -0.0057 0.0130 0.494
H 1.6897 -0.9385 -7.4359 0.0009 0.0083 0.0008 0.380
H -0.6683 -0.2248 -7.6392 0.0018 0.0022 0.0027 0.391
H -1.5775 1.4785 -6.0927 0.0070 0.0029 -0.0038 0.386
H -0.1128 2.4704 -4.3392 0.0321 -0.0270 -0.0253 0.321
F -7.8080 2.5958 5.6009 -0.0433 -0.0258 0.0158 -0.315
C -8.5809 2.1706 4.5763 0.0415 0.0100 -0.0057 0.406
C -7.9971 1.4070 3.5859 -0.0087 -0.0051 -0.0228 -0.324
C -8.7937 0.9781 2.5332 0.0001 -0.0051 -0.0051 -0.318
C -10.1394 1.3152 2.4867 0.0041 0.0033 0.0065 -0.556
C -10.6949 2.0856 3.4992 -0.0033 0.0016 -0.0050 -0.281
C -9.9148 2.5223 4.5608 -0.0164 -0.0029 -0.0118 -0.563
H -6.9461 1.1587 3.6465 -0.0017 -0.0026 0.0128 0.449
H -8.3574 0.3757 1.7472 -0.0009 0.0074 0.0017 0.354
H -10.7541 0.9779 1.6631 0.0017 0.0019 0.0033 0.378
H -11.7432 2.3519 3.4651 0.0040 -0.0063 0.0028 0.352
H -10.3234 3.1217 5.3626 0.0099 0.0041 0.0006 0.415
F 2.1205 -5.8496 2.9295 0.0046 -0.0033 0.0048 -0.325
C 3.4319 -6.0524 2.6772 -0.0176 -0.0093 -0.0075 0.532
C 4.0440 -5.2965 1.6979 -0.0483 0.0041 -0.0064 -0.542
C 5.3915 -5.5140 1.4487 0.0165 -0.0059 0.0019 -0.327
C 6.0971 -6.4704 2.1670 -0.0084 0.0061 -0.0041 -0.629
C 5.4515 -7.2150 3.1446 0.0031 -0.0071 0.0005 -0.270
C 4.1045 -7.0097 3.4103 0.0237 -0.0078 -0.0024 -0.589
H 3.4814 -4.5561 1.1469 0.0008 0.0095 0.0126 0.612
H 5.8870 -4.9254 0.6874 -0.0076 0.0004 0.0027 0.400
H 7.1475 -6.6344 1.9663 -0.0041 -0.0005 0.0018 0.371
H 5.9968 -7.9625 3.7064 -0.0013 0.0080 0.0011 0.354
H 3.5795 -7.5741 4.1689 -0.0090 0.0033 -0.0045 0.424
```
Forces are in eV/Å.

For the HOMO energy, the calculation gives -9.0 eV. As for the spin multiplicity: 1. The SMILES is O=C(OBr)OCCO.Fc1ccccc1.Fc1ccccc1.Fc1ccccc1.Fc1ccccc1.Fc1ccccc1.Fc1ccccc1.Fc1ccccc1. The charge is 0.